82
Properties=species:S:1:pos:R:3:forces:R:3 method="wB97M-V/def2-TZVPD" total_charge=+2 total_energy_ev=-135397.91517 multiplicity=5 s2=6.09 gap_ev="6.1 / 6.5"
Ru -0.5330 -0.4812 -0.6411 0.138 0.039 0.195
C 0.1073 -3.4796 -0.1100 0.136 -0.056 0.102
C 1.3109 -3.1284 -1.0011 -0.175 -0.010 -0.205
C 1.0504 -3.4929 -2.4696 0.146 -0.119 0.111
P 1.6273 -1.3524 -0.6857 -0.238 -0.032 0.102
C 3.1050 -0.7529 -1.5994 0.092 0.078 0.150
C 4.0597 -1.8883 -1.9910 0.140 0.056 0.034
C 3.8688 0.3175 -0.8020 0.056 -0.034 -0.081
C 1.9866 -1.2778 1.1027 0.130 0.000 -0.071
C 3.1119 -1.8395 1.6733 0.105 -0.158 -0.003
C 3.4006 -1.6730 3.0339 0.115 -0.033 0.043
C 4.6268 -2.2843 3.6546 -0.133 0.093 -0.036
C 2.5281 -0.8847 3.8042 0.081 -0.048 0.069
C 1.3961 -0.3206 3.2669 -0.058 0.006 0.000
C 1.0887 -0.5411 1.9068 -0.271 0.246 -0.043
N -0.0076 -0.0406 1.2622 -0.051 0.032 0.291
C -1.0214 0.7872 1.7884 0.290 -0.171 -0.109
C -1.6705 0.5946 3.0032 0.008 -0.052 0.096
C -2.7253 1.4247 3.3375 -0.039 -0.019 0.074
C -3.1640 2.4422 2.4871 -0.185 0.120 0.047
C -4.3263 3.3291 2.8614 0.120 -0.111 -0.069
C -2.5141 2.6094 1.2627 -0.098 0.145 -0.023
C -1.4501 1.8021 0.9055 0.035 -0.103 -0.148
P -0.4907 1.8116 -0.6429 0.010 -0.228 -0.220
C 1.0594 2.7058 -0.2788 -0.019 0.238 -0.151
C 1.8385 3.0307 -1.5619 -0.002 -0.004 0.034
C 0.8199 3.9566 0.5796 0.051 0.057 -0.050
C -1.4349 2.6052 -1.9933 0.129 0.192 -0.044
C -1.5877 4.1299 -1.8731 -0.045 0.011 -0.027
C -0.8711 2.2340 -3.3797 -0.086 0.269 0.011
H -0.3935 -4.3707 -0.4809 -0.052 -0.051 0.017
H -0.6600 -2.6859 -0.0966 -0.211 -0.036 -0.073
H 0.3849 -3.6400 0.9314 0.034 0.011 -0.023
H 2.1934 -3.6691 -0.6575 0.069 -0.077 0.069
H 0.2468 -2.9067 -2.9000 -0.164 0.092 -0.031
H 0.7560 -4.5435 -2.5238 0.041 0.060 0.032
H 1.9281 -3.3723 -3.1008 -0.061 0.004 0.032
H 2.6887 -0.3016 -2.5005 -0.016 0.029 -0.129
H 4.4167 -2.4416 -1.1174 -0.033 0.077 -0.077
H 4.9357 -1.4408 -2.4663 -0.041 -0.037 0.031
H 3.6342 -2.5945 -2.6966 0.010 0.031 0.022
H 4.5118 -0.1485 -0.0525 -0.056 0.019 -0.054
H 3.2234 1.0245 -0.2856 -0.016 -0.006 -0.037
H 4.5075 0.8811 -1.4857 -0.035 -0.058 0.055
H 3.7983 -2.4237 1.0648 -0.059 0.088 0.082
H 5.2174 -2.8402 2.9288 -0.031 0.017 -0.002
H 4.3497 -2.9635 4.4639 -0.020 0.019 -0.032
H 5.2602 -1.5100 4.0947 -0.041 -0.025 -0.033
H 2.7582 -0.7157 4.8524 -0.019 -0.017 -0.119
H 0.7540 0.2967 3.8819 0.054 -0.038 -0.056
H -1.3905 -0.2263 3.6524 -0.027 0.057 -0.026
H -3.2394 1.2683 4.2787 0.021 0.003 -0.036
H -4.6753 3.1325 3.8740 0.048 -0.014 -0.047
H -5.1644 3.1701 2.1781 0.052 -0.013 0.025
H -4.0498 4.3824 2.7933 0.019 -0.031 0.003
H -2.8553 3.3942 0.5982 -0.005 -0.060 0.023
H 1.6183 1.9872 0.3177 0.123 -0.076 0.120
H 1.3662 3.8493 -2.1104 0.066 -0.112 0.067
H 1.9253 2.1757 -2.2384 -0.011 0.029 0.064
H 2.8480 3.3554 -1.3006 -0.071 -0.015 -0.005
H 0.1741 4.6808 0.0787 0.085 -0.076 0.058
H 1.7796 4.4461 0.7622 -0.051 -0.042 -0.015
H 0.3793 3.7153 1.5471 0.007 -0.014 -0.034
H -2.4119 2.1375 -1.8745 -0.194 -0.071 -0.019
H -0.6353 4.6408 -2.0293 -0.116 -0.059 0.010
H -1.9973 4.4546 -0.9165 0.043 -0.014 -0.069
H -2.2704 4.4736 -2.6541 0.049 -0.046 0.038
H -0.1478 2.9801 -3.7110 -0.028 -0.043 0.029
H -1.6823 2.2139 -4.1083 0.032 0.032 0.031
H -0.3806 1.2668 -3.4068 0.078 -0.166 0.020
F -6.2733 -3.6149 -1.7808 0.077 0.078 0.030
C -5.0662 -3.3216 -1.2768 -0.038 -0.112 0.013
C -4.9444 -2.1722 -0.3478 -0.269 -0.409 -0.327
F -5.7994 -1.9384 0.6032 -0.202 0.071 0.370
C -3.7998 -1.4725 -0.5910 0.100 -0.182 -0.261
F -3.3956 -0.4529 0.1643 0.206 0.357 0.095
C -3.0618 -1.9810 -1.6595 0.004 -0.121 -0.147
Se -1.7621 -0.9737 -2.6033 0.000 0.224 0.094
C -3.7621 -3.2023 -2.1506 0.130 0.011 0.063
F -3.7727 -3.4209 -3.4784 0.014 0.066 0.085
C -3.9918 -4.3315 -1.2162 0.030 0.404 -0.058
F -3.2619 -4.5935 -0.1476 0.094 -0.165 0.057